Entry from the OMol25 dataset: a structure of composition C38H31Cl2N7O3Ti (ωB97M-V with the def2-TZVPD basis set).

Element x y z (Å)
Ti (-1.59192, -0.27145, 2.10366)
Cl (-1.98304, 4.75558, -2.72395)
C (-1.43463, 3.44672, -1.74685)
C (-2.30587, 2.89734, -0.81365)
C (-1.89106, 1.83754, -0.03688)
N (-2.76189, 1.08660, 0.80546)
C (-3.00427, 1.43953, 2.03452)
O (-3.33438, 0.48197, 2.84986)
C (-2.18654, 2.51971, 2.66952)
C (-2.38415, 3.85941, 2.88850)
C (-1.32014, 4.57258, 3.43136)
C (-0.12619, 3.92273, 3.70236)
C (-0.01881, 2.56669, 3.43662)
N (-1.03712, 1.86992, 2.93853)
C (-0.59289, 1.31960, -0.15897)
C (0.26557, 1.85403, -1.10511)
C (-0.16080, 2.90940, -1.90224)
Cl (0.90071, 3.50117, -3.12205)
N (-0.34234, 0.17796, 0.63288)
C (0.63022, -0.74654, 0.39906)
O (1.69514, -0.61128, -0.16397)
C (0.19761, -2.11908, 0.87562)
C (0.97410, -3.22714, 0.60256)
C (0.41887, -4.48421, 0.79048)
C (-0.88897, -4.58878, 1.23647)
C (-1.58450, -3.43379, 1.54147)
N (-1.04962, -2.22480, 1.36713)
H (-3.31826, 3.27146, -0.73830)
H (-3.32379, 4.33199, 2.64106)
H (-1.42021, 5.63121, 3.62905)
H (0.71943, 4.45781, 4.10949)
H (0.90332, 2.02776, 3.61408)
H (1.25093, 1.43806, -1.25231)
H (1.96735, -3.08110, 0.20174)
H (0.98959, -5.37353, 0.55711)
H (-1.36755, -5.55061, 1.35332)
H (-2.59728, -3.46819, 1.92017)
C (-3.69449, -1.87522, 5.17377)
C (-2.23871, -2.04387, 4.84344)
C (-1.65569, -3.30246, 4.73625)
C (-0.30340, -3.45218, 4.44949)
C (0.50377, -2.34409, 4.24861)
C (-0.05105, -1.07529, 4.37580)
C (-1.40906, -0.92607, 4.67642)
H (-4.10492, -2.78180, 5.61442)
H (-4.27152, -1.63942, 4.27728)
H (-3.84253, -1.05325, 5.87298)
H (-2.26672, -4.18282, 4.89783)
H (0.12085, -4.44594, 4.38549)
H (1.55719, -2.46197, 4.03292)
H (0.57943, -0.19783, 4.29058)
H (-1.81634, 0.06330, 4.85115)
C (4.72176, 3.23002, -2.24873)
C (4.08201, 2.16629, -3.09811)
C (3.94304, 2.32222, -4.47238)
C (3.32394, 1.35468, -5.24314)
C (2.82553, 0.19102, -4.66239)
N (2.26839, -0.76473, -5.55257)
C (1.86886, -2.06211, -5.32328)
O (2.11156, -2.94831, -6.11416)
N (1.17321, -2.34746, -4.14870)
C (0.11460, -1.62581, -3.57401)
C (-0.37363, -0.40832, -4.03330)
C (-1.49941, 0.11889, -3.42085)
C (-2.09801, -0.56200, -2.37400)
N (-1.62304, -1.71756, -1.90511)
C (-0.54541, -2.21754, -2.49395)
C (2.94728, 0.02496, -3.28785)
C (3.57785, 1.00304, -2.53072)
H (5.24174, 3.96460, -2.86219)
H (5.44143, 2.80094, -1.55043)
H (3.96787, 3.76166, -1.66266)
H (4.33006, 3.21246, -4.95379)
H (3.23370, 1.49636, -6.31432)
H (2.64973, -0.70083, -6.48558)
H (1.06529, -3.34837, -4.07332)
H (0.09317, 0.10243, -4.86355)
H (-1.92031, 1.05267, -3.77074)
H (-2.99107, -0.17730, -1.89525)
H (-0.18434, -3.17320, -2.11971)
H (2.58936, -0.86700, -2.79635)
H (3.67141, 0.84095, -1.46312)

Summary:
- HOMO (spin up / spin down) (eV) = -10.0 / -10.0
- LUMO (spin up / spin down) (eV) = -3.4 / -3.5
- multiplicity = 2
- energy relative to the best compared isomer or geometry (same formula, charge and spin) (kJ/mol) = 101.8
- gap between HOMO and LUMO (spin up / spin down) (eV) = 6.64 / 6.53
- charge = +1
- energy (Eh) = -3845.483014